Entry 1:
Formula: C4H5O2Tm
Source: the Open Molecules 2025 dataset
Level of theory: the ωB97M-V functional and the def2-TZVPD basis

- HOMO-LUMO gap (spin up / spin down): 5.937 / 5.279 eV
- ΔE to the lowest compared entry with this formula, charge and spin: 54.72 kJ/mol
- Electronic energy: -37829.20932 eV
- E_HOMO (spin up / spin down): -16.310 / -16.311 eV

The geometry in ORCA input format:
```
! wB97M-V def2-TZVPD RIJCOSX def2/J DEFGRID3
* xyz 2 3
H 1.097 3.805 -2.695
O -1.015 1.783 -0.274
C -1.256 -0.563 0.016
C -1.726 -1.517 0.945
C -1.556 0.761 0.328
C -0.129 -0.913 -0.870
O 0.555 -0.100 -1.499
Tm 0.778 2.069 -2.012
H -1.352 2.638 0.043
H -1.084 -2.434 0.748
H -2.221 0.976 1.169
H -0.103 -1.972 -1.182
*
```

---

Entry 2:
Formula: C4H5O3Zn
Source: the Open Molecules 2025 dataset
Level of theory: the ωB97M-V functional and the def2-TZVPD basis

- HOMO-LUMO gap (spin up / spin down): 6.533 / 7.568 eV
- ΔE to the lowest compared entry with this formula, charge and spin: 66.12 kJ/mol
- Electronic energy: -58783.92141 eV
- E_HOMO (spin up / spin down): -7.839 / -8.745 eV

The geometry in ORCA input format:
```
! wB97M-V def2-TZVPD RIJCOSX def2/J DEFGRID3
* xyz 0 2
O -1.462 0.612 -0.684
C -0.280 0.308 -0.142
O 0.563 1.261 -0.152
Zn 2.049 0.235 0.619
O 0.235 -0.611 1.430
C 0.199 -1.113 0.090
H -0.558 -1.899 -0.045
C -2.625 -0.144 -0.366
H -2.780 -0.948 -1.097
H -2.557 -0.565 0.646
H -3.461 0.559 -0.409
C 1.533 -1.292 -0.583
H 1.527 -1.916 -1.487
*
```

---

Entry 3:
Formula: C4H5O4
Source: the Open Molecules 2025 dataset
Level of theory: the ωB97M-V functional and the def2-TZVPD basis

- HOMO-LUMO gap: 4.658 eV
- ΔE to the lowest compared entry with this formula, charge and spin: 538.38 kJ/mol
- Electronic energy: -12415.72179 eV
- E_HOMO: -4.020 eV

The geometry in ORCA input format:
```
! wB97M-V def2-TZVPD RIJCOSX def2/J DEFGRID3
* xyz -1 1
O -0.658 -2.197 1.832
C -1.104 1.495 -1.263
O -0.985 2.561 -0.670
C -0.719 0.264 -0.681
C 0.257 0.108 0.329
C 1.806 -0.179 -0.207
O 1.954 -0.066 -1.439
O 2.624 -0.491 0.630
H -1.730 1.490 -2.170
H 0.366 1.072 0.843
H -1.208 -0.684 -0.882
H -0.552 -2.647 2.681
H -0.052 -0.727 0.997
*
```

---

Entry 4:
Formula: C4H6
Source: the Open Molecules 2025 dataset
Level of theory: the ωB97M-V functional and the def2-TZVPD basis

- HOMO-LUMO gap: 11.189 eV
- SMILES: C#C.C=C
- ΔE to the lowest compared entry with this formula, charge and spin: 258.29 kJ/mol
- Electronic energy: -4241.28373 eV
- E_HOMO: -9.960 eV

The geometry in ORCA input format:
```
! wB97M-V def2-TZVPD RIJCOSX def2/J DEFGRID3
* xyz 0 1
C -0.921 0.202 -1.311
C -0.484 -0.239 -2.332
C 1.073 0.524 1.693
C 0.198 -0.523 1.510
H -1.278 0.507 -0.357
H -0.149 -0.586 -3.271
H 1.396 1.129 2.583
H 0.989 1.195 0.820
H -0.186 -1.190 2.366
H 0.033 -0.844 0.502
*
```